1.
Computed, not measured: C16H30N6S2Sc as an isolated structure, with wB97M-V/def2-TZVPD.

Summary:
**Net charge**: +1
**Spin multiplicity**: 1
**Total energy**: -2513.11683 hartree
**Highest occupied orbital energy**: -7.851 eV
**Lowest unoccupied orbital energy**: -2.72 eV
**ΔE to the lowest compared entry with this formula, charge and spin**: 1.7039 eV

Geometry (Å):
Sc1 0.25 0.52 -0.67
C1 2.38 0.37 -3.29
C2 1.69 1.73 -3.36
N1 1.25 2.20 -2.03
C3 2.29 2.86 -1.22
C4 3.30 1.88 -0.65
N2 2.65 0.67 -0.11
C5 3.27 -0.63 -0.50
C6 2.45 -1.41 -1.55
N3 1.64 -0.52 -2.39
H1 2.44 -0.05 -4.29
H2 3.41 0.47 -2.93
H3 2.35 2.46 -3.84
H4 0.79 1.64 -3.97
H5 0.49 2.86 -2.14
H6 2.81 3.63 -1.79
H7 1.76 3.36 -0.40
H8 4.02 1.59 -1.42
H9 3.89 2.38 0.13
H10 2.65 0.72 0.90
H11 4.28 -0.44 -0.87
H12 3.36 -1.25 0.39
H13 3.12 -2.05 -2.14
H14 1.76 -2.08 -1.04
H15 1.02 -1.11 -2.94
S1 0.42 -1.19 1.55
C7 0.21 -0.24 2.95
N4 -0.72 -0.63 3.85
C8 -1.02 0.00 5.01
C9 -0.36 1.14 5.35
C10 0.63 1.60 4.46
C11 0.91 0.94 3.30
H16 -1.23 -1.47 3.60
H17 -1.80 -0.44 5.61
H18 -0.60 1.66 6.26
H19 1.18 2.51 4.70
H20 1.67 1.30 2.63
C12 -1.34 1.56 -0.16
H21 -1.79 1.67 0.84
H22 -2.00 2.07 -0.88
C13 -4.12 -0.66 -1.86
N5 -3.64 -1.63 -0.90
C14 -4.52 -2.23 0.09
C15 -3.59 -3.21 0.84
N6 -2.29 -2.87 0.28
C16 -2.38 -2.03 -0.76
S2 -1.06 -1.59 -1.75
H23 -4.81 -1.13 -2.56
H24 -3.28 -0.24 -2.39
H25 -4.64 0.15 -1.33
H26 -5.35 -2.74 -0.40
H27 -4.93 -1.46 0.74
H28 -3.85 -4.25 0.65
H29 -3.61 -3.04 1.92
H30 -1.43 -3.35 0.46

Atom-resolved charges from natural (NBO), all expressed in e: number 1, Sc, carries 1.26; number 2, C, carries -0.24; number 3, C, carries -0.23; number 4, N, carries -0.66; number 5, C, carries -0.24; number 6, C, carries -0.23; number 7, N, carries -0.68; number 8, C, carries -0.24; number 9, C, carries -0.24; number 10, N, carries -0.67; number 11, H, carries 0.22; number 12, H, carries 0.19; number 13, H, carries 0.20; number 14, H, carries 0.22; number 15, H, carries 0.42; number 16, H, carries 0.20; number 17, H, carries 0.23; number 18, H, carries 0.20; number 19, H, carries 0.21; number 20, H, carries 0.40; number 21, H, carries 0.20; number 22, H, carries 0.23; number 23, H, carries 0.20; number 24, H, carries 0.23; number 25, H, carries 0.40; number 26, S, carries -0.26; number 27, C, carries 0.12; number 28, N, carries -0.48; number 29, C, carries 0.07; number 30, C, carries -0.27; number 31, C, carries -0.10; number 32, C, carries -0.24; number 33, H, carries 0.43; number 34, H, carries 0.23; number 35, H, carries 0.25; number 36, H, carries 0.24; number 37, H, carries 0.22; number 38, C, carries -1.40; number 39, H, carries 0.20; number 40, H, carries 0.19; number 41, C, carries -0.41; number 42, N, carries -0.37; number 43, C, carries -0.22; number 44, C, carries -0.22; number 45, N, carries -0.58; number 46, C, carries 0.41; number 47, S, carries -0.32; number 48, H, carries 0.20; number 49, H, carries 0.25; number 50, H, carries 0.22; number 51, H, carries 0.21; number 52, H, carries 0.21; number 53, H, carries 0.21; number 54, H, carries 0.20; number 55, H, carries 0.43

***

2.
Computed, not measured: a 18-piece molecular cluster, H36O18 overall at a distorted geometry, with wB97M-V/def2-TZVPD.

Summary:
**Spin multiplicity**: 1
**Total energy**: -1375.70912 hartree
**Highest occupied orbital energy**: -10.476 eV
**Lowest unoccupied orbital energy**: -0.66 eV
**ΔE to the lowest compared entry with this formula, charge and spin**: 7.5592 eV

Geometry (Å):
O1 0.88 0.64 -3.10
H1 1.58 1.18 -3.31
H2 1.11 -0.32 -2.84
O2 2.93 -0.27 -5.33
H3 3.77 0.26 -5.30
H4 2.40 0.34 -5.96
O3 3.42 -2.85 -2.76
H5 2.88 -3.25 -3.42
H6 2.91 -1.91 -2.71
O4 2.43 -0.76 0.57
H7 2.88 -0.81 -0.46
H8 2.42 -1.54 1.16
O5 3.59 -2.98 1.59
H9 3.65 -3.84 1.36
H10 4.29 -2.49 1.35
O6 0.43 -4.02 -2.34
H11 0.23 -3.65 -1.58
H12 -0.25 -4.66 -2.77
O7 -0.03 0.13 3.74
H13 0.56 0.49 3.05
H14 0.17 0.46 4.54
O8 -4.20 -0.48 -2.80
H15 -3.97 0.43 -3.11
H16 -3.41 -1.02 -2.70
O9 -1.79 -4.06 1.87
H17 -2.37 -3.62 2.59
H18 -1.64 -4.97 2.23
O10 -4.61 4.25 1.11
H19 -4.07 4.65 0.49
H20 -3.95 4.20 1.79
O11 0.69 5.71 2.13
H21 -0.11 5.16 2.47
H22 1.11 5.18 1.52
O12 3.11 1.89 1.06
H23 2.81 1.68 1.94
H24 3.21 1.10 0.55
O13 -0.02 -2.48 0.02
H25 -0.39 -2.75 0.77
H26 0.56 -1.70 0.07
O14 0.12 2.12 0.67
H27 -0.55 2.11 0.08
H28 0.84 1.69 0.09
O15 -2.19 4.67 -2.16
H29 -1.77 4.66 -2.95
H30 -1.58 5.01 -1.40
O16 -1.81 -3.11 4.69
H31 -1.39 -2.59 3.95
H32 -1.28 -3.83 5.00
O17 -1.43 -1.47 -2.42
H33 -0.42 -1.63 -2.29
H34 -1.66 -2.25 -1.74
O18 -2.04 3.38 3.45
H35 -1.72 2.34 3.37
H36 -2.64 3.34 4.20

Atom-resolved charges from natural (NBO), all expressed in e: number 1, O, carries -0.94; number 2, H, carries 0.47; number 3, H, carries 0.47; number 4, O, carries -0.94; number 5, H, carries 0.47; number 6, H, carries 0.48; number 7, O, carries -0.92; number 8, H, carries 0.48; number 9, H, carries 0.44; number 10, O, carries -1.04; number 11, H, carries 0.50; number 12, H, carries 0.53; number 13, O, carries -0.94; number 14, H, carries 0.48; number 15, H, carries 0.47; number 16, O, carries -0.98; number 17, H, carries 0.48; number 18, H, carries 0.49; number 19, O, carries -0.95; number 20, H, carries 0.49; number 21, H, carries 0.47; number 22, O, carries -0.97; number 23, H, carries 0.48; number 24, H, carries 0.49; number 25, O, carries -0.98; number 26, H, carries 0.49; number 27, H, carries 0.48; number 28, O, carries -0.92; number 29, H, carries 0.46; number 30, H, carries 0.47; number 31, O, carries -0.95; number 32, H, carries 0.48; number 33, H, carries 0.47; number 34, O, carries -0.95; number 35, H, carries 0.47; number 36, H, carries 0.48; number 37, O, carries -0.99; number 38, H, carries 0.49; number 39, H, carries 0.50; number 40, O, carries -0.94; number 41, H, carries 0.46; number 42, H, carries 0.48; number 43, O, carries -0.95; number 44, H, carries 0.47; number 45, H, carries 0.48; number 46, O, carries -0.96; number 47, H, carries 0.49; number 48, H, carries 0.48; number 49, O, carries -0.95; number 50, H, carries 0.47; number 51, H, carries 0.48; number 52, O, carries -0.97; number 53, H, carries 0.49; number 54, H, carries 0.47

***

3.
Computed, not measured: a 2-piece molecular cluster, C4H10N2S2 overall at a distorted geometry, with wB97M-V/def2-TZVPD.

Summary:
**Spin multiplicity**: 1
**Total energy**: -1064.11839 hartree
**Highest occupied orbital energy (spin up / spin down)**: -7.186 / -7.186 eV
**Lowest unoccupied orbital energy (spin up / spin down)**: 0.03 / 0.03 eV
**ΔE to the lowest compared entry with this formula, charge and spin**: 4.8667 eV

Geometry (Å):
C1 0.65 0.06 1.75
C2 -1.42 1.33 0.65
C3 1.22 -0.04 -1.47
C4 -1.03 -1.01 -1.09
N1 -0.14 0.98 0.16
N2 -0.10 0.07 -0.85
S1 -0.12 -0.96 2.66
S2 2.28 0.35 1.65
H1 -1.14 1.83 1.62
H2 -1.96 2.07 -0.04
H3 -2.11 0.37 0.83
H4 1.94 -0.82 -1.23
H5 1.27 -0.07 -2.50
H6 1.76 0.84 -1.07
H7 -2.05 -0.87 -1.17
H8 -0.77 -1.56 -1.93
H9 -0.98 -1.71 -0.13
H10 2.71 -0.85 2.16

Atom-resolved charges from natural (NBO), all expressed in e: number 1, C, carries -0.39; number 2, C, carries -0.45; number 3, C, carries -0.42; number 4, C, carries -0.43; number 5, N, carries -0.21; number 6, N, carries -0.25; number 7, S, carries 0.05; number 8, S, carries 0.14; number 9, H, carries 0.23; number 10, H, carries 0.22; number 11, H, carries 0.18; number 12, H, carries 0.19; number 13, H, carries 0.20; number 14, H, carries 0.23; number 15, H, carries 0.21; number 16, H, carries 0.21; number 17, H, carries 0.18; number 18, H, carries 0.13

***

4.
Computed, not measured: C29H64AsBiN5O2PSi3 as an isolated structure at a distorted geometry, with wB97M-V/def2-TZVPD.

Summary:
**Net charge**: +2
**Spin multiplicity**: 1
**Total energy**: -5227.63219 hartree
**Highest occupied orbital energy**: -13.514 eV
**Lowest unoccupied orbital energy**: -5.36 eV

Geometry (Å):
Bi1 -0.23 -0.07 0.23
C1 3.88 0.70 -1.56
Si1 3.30 -1.04 -1.99
C2 4.73 -2.26 -1.94
C3 2.41 -1.25 -3.63
As1 1.83 -1.65 -0.11
Si2 3.25 -1.69 1.89
C4 3.55 0.10 2.37
C5 4.89 -2.57 1.61
C6 2.20 -2.63 3.15
Si3 1.31 -4.01 -0.53
C7 0.33 -3.96 -2.15
C8 0.29 -4.62 0.93
C9 2.84 -5.10 -0.69
H1 4.44 1.14 -2.39
H2 4.54 0.67 -0.69
H3 3.04 1.35 -1.34
H4 5.42 -2.03 -2.75
H5 4.39 -3.29 -2.09
H6 5.29 -2.22 -1.01
H7 2.95 -0.73 -4.42
H8 1.40 -0.85 -3.58
H9 2.34 -2.31 -3.91
H10 4.38 0.52 1.81
H11 3.79 0.18 3.43
H12 2.67 0.72 2.18
H13 5.61 -1.91 1.11
H14 4.79 -3.48 1.02
H15 5.32 -2.84 2.57
H16 1.14 -2.44 3.02
H17 2.48 -2.35 4.17
H18 2.36 -3.71 3.06
H19 -0.10 -2.98 -2.34
H20 -0.47 -4.70 -2.15
H21 0.98 -4.20 -3.00
H22 -0.32 -3.85 1.39
H23 0.94 -5.04 1.70
H24 -0.39 -5.42 0.60
H25 3.22 -5.13 -1.71
H26 2.56 -6.12 -0.41
H27 3.65 -4.79 -0.03
C10 0.36 2.35 -3.25
C11 -0.52 1.45 -2.40
C12 -1.56 0.71 -3.24
O1 0.30 0.50 -1.70
H28 -0.24 3.11 -3.74
H29 0.89 1.78 -4.01
H30 1.10 2.85 -2.62
H31 -1.06 2.08 -1.68
H32 -1.06 0.07 -3.97
H33 -2.20 1.41 -3.77
H34 -2.18 0.08 -2.60
N1 -5.64 -3.68 1.32
C13 -4.53 -3.01 0.97
C14 -3.59 -3.56 0.07
C15 -2.46 -2.85 -0.24
N2 -2.16 -1.66 0.30
C16 -3.07 -1.12 1.14
C17 -4.24 -1.73 1.49
H35 -5.83 -4.58 0.93
H36 -6.30 -3.30 1.97
H37 -3.78 -4.52 -0.38
H38 -1.74 -3.24 -0.95
H39 -2.81 -0.14 1.55
H40 -4.94 -1.24 2.16
O2 0.71 1.61 1.80
P1 -0.22 2.27 2.78
N3 -1.64 2.67 2.00
C18 -1.53 3.70 0.94
C19 -2.96 4.18 0.73
C20 -3.56 4.10 2.14
C21 -2.94 2.82 2.70
N4 0.55 3.56 3.44
C22 -0.11 4.64 4.19
C23 0.55 5.91 3.64
C24 2.00 5.45 3.41
C25 1.86 4.01 2.90
N5 -0.74 1.22 3.97
C26 -0.24 -0.15 3.99
C27 -0.96 -0.78 5.20
C28 -1.35 0.42 6.09
C29 -0.76 1.64 5.38
H41 -1.08 3.28 0.04
H42 -0.89 4.53 1.27
H43 -3.49 3.49 0.06
H44 -3.00 5.18 0.30
H45 -4.64 4.06 2.12
H46 -3.26 4.97 2.73
H47 -3.58 1.96 2.47
H48 -2.82 2.85 3.79
H49 0.10 4.54 5.25
H50 -1.19 4.63 4.05
H51 0.47 6.74 4.33
H52 0.09 6.19 2.69
H53 2.55 5.47 4.35
H54 2.52 6.08 2.69
H55 2.66 3.37 3.26
H56 1.86 3.97 1.81
H57 0.85 -0.18 4.13
H58 -0.48 -0.67 3.05
H59 -0.30 -1.48 5.71
H60 -1.84 -1.32 4.87
H61 -0.97 0.33 7.10
H62 -2.44 0.51 6.15
H63 0.26 1.83 5.74
H64 -1.35 2.54 5.52

Results of the Löwdin charge analysis, in e, for atoms 1 through 99: number 1, Bi, carries 1.65; number 2, C, carries -0.19; number 3, Si, carries 0.40; number 4, C, carries -0.18; number 5, C, carries -0.19; number 6, As, carries 0.76; number 7, Si, carries 0.37; number 8, C, carries -0.21; number 9, C, carries -0.19; number 10, C, carries -0.21; number 11, Si, carries 0.38; number 12, C, carries -0.22; number 13, C, carries -0.21; number 14, C, carries -0.18; number 15, H, carries 0.05; number 16, H, carries 0.02; number 17, H, carries 0.02; number 18, H, carries 0.05; number 19, H, carries 0.01; number 20, H, carries 0.01; number 21, H, carries 0.05; number 22, H, carries 0.00; number 23, H, carries 0.03; number 24, H, carries 0.03; number 25, H, carries 0.05; number 26, H, carries -0.02; number 27, H, carries 0.03; number 28, H, carries 0.01; number 29, H, carries 0.05; number 30, H, carries 0.00; number 31, H, carries 0.04; number 32, H, carries 0.03; number 33, H, carries 0.01; number 34, H, carries 0.04; number 35, H, carries 0.03; number 36, H, carries 0.01; number 37, H, carries 0.03; number 38, H, carries 0.04; number 39, H, carries 0.03; number 40, H, carries 0.05; number 41, H, carries 0.01; number 42, C, carries -0.04; number 43, C, carries -0.57; number 44, C, carries -0.05; number 45, O, carries -0.56; number 46, H, carries 0.09; number 47, H, carries 0.08; number 48, H, carries 0.08; number 49, H, carries 0.10; number 50, H, carries 0.08; number 51, H, carries 0.09; number 52, H, carries 0.07; number 53, N, carries 0.17; number 54, C, carries -0.29; number 55, C, carries 0.02; number 56, C, carries -0.14; number 57, N, carries -0.15; number 58, C, carries -0.18; number 59, C, carries 0.01; number 60, H, carries 0.12; number 61, H, carries 0.12; number 62, H, carries 0.12; number 63, H, carries 0.08; number 64, H, carries 0.07; number 65, H, carries 0.12; number 66, O, carries -0.49; number 67, P, carries 0.55; number 68, N, carries -0.19; number 69, C, carries -0.19; number 70, C, carries -0.15; number 71, C, carries -0.15; number 72, C, carries -0.19; number 73, N, carries -0.18; number 74, C, carries -0.19; number 75, C, carries -0.16; number 76, C, carries -0.15; number 77, C, carries -0.17; number 78, N, carries -0.19; number 79, C, carries -0.22; number 80, C, carries -0.14; number 81, C, carries -0.14; number 82, C, carries -0.20; number 83, H, carries 0.09; number 84, H, carries 0.11; number 85, H, carries 0.12; number 86, H, carries 0.12; number 87, H, carries 0.12; number 88, H, carries 0.11; number 89, H, carries 0.10; number 90, H, carries 0.10; number 91, H, carries 0.12; number 92, H, carries 0.10; number 93, H, carries 0.12; number 94, H, carries 0.11; number 95, H, carries 0.12; number 96, H, carries 0.12; number 97, H, carries 0.11; number 98, H, carries 0.11; number 99, H, carries 0.11

***

- What is the formula in the fourth record?
  C29H64AsBiN5O2PSi3

***

- Number 1 is which compound?
  C16H30N6S2Sc

***

- Which of these has the lowest total energy?
  C29H64AsBiN5O2PSi3